One molecule with the formula C23H26N6O3 at a distorted geometry, computed with ωB97M-V with the def2-TZVPD basis set.

Output
* electronic energy: -1446.37589 Ha
* spin multiplicity: 1
* M: 434.5 g mol⁻¹
* energy above the lowest of the compared OMol25 structures with the same formula, charge and spin: 0.00 kcal per mole

Structure (XYZ):
```
58
C23H26N6O3 ωB97M-V with the def2-TZVPD basis set
H -6.39 0.15 0.29
C -6.67 2.09 -0.65
H -3.49 2.68 0.26
H -5.09 -0.15 -1.75
C -0.04 -1.08 0.18
H 8.03 -0.35 1.82
C 6.13 0.15 0.98
H -4.98 2.27 -2.05
H 1.17 0.01 2.33
C -0.90 -2.86 -1.23
C 8.20 0.25 -0.23
O -1.46 2.03 1.31
H -3.23 -3.68 -0.38
H -0.93 -4.95 -0.85
H 9.27 0.12 -0.25
C -5.26 2.57 -1.04
C 2.04 0.82 0.58
C -2.40 0.36 -0.10
C -4.29 1.99 0.00
C -2.20 -0.86 -0.73
C 6.16 0.85 -1.33
H -2.78 -5.13 0.52
H -1.91 -3.71 2.38
C 7.50 -0.01 0.94
N -1.06 -1.57 -0.59
H -3.62 -3.44 2.07
O 3.29 0.55 0.99
H -7.30 2.94 -0.40
C -4.13 -0.18 -1.28
H -7.16 1.55 -1.46
N -3.29 -1.18 -1.46
C -1.40 0.97 0.72
C -1.11 -4.04 -0.28
N 2.00 1.18 -0.66
C -5.18 1.68 1.21
C 7.53 0.68 -1.36
H -1.63 -2.90 -2.04
C 0.89 0.68 1.52
C -2.62 -3.32 1.65
H -5.35 2.60 1.76
N -3.65 0.78 -0.48
C -6.49 1.19 0.58
O 1.00 -1.67 0.34
C -2.51 -4.08 0.34
H 0.12 -2.90 -1.64
H 0.59 1.66 1.91
H 5.61 1.18 -2.20
H -2.43 -2.26 1.52
H 5.58 -0.05 1.89
H -0.36 -3.98 0.52
H 8.07 0.88 -2.27
H -4.73 0.95 1.88
C 4.02 0.76 -0.13
N -0.26 0.16 0.80
N 3.26 1.14 -1.12
C 5.45 0.59 -0.15
H -7.33 1.27 1.27
H -5.21 3.66 -1.00
```

Löwdin atomic charges, in units of e: 0.0993 -0.1796 0.1430 0.1343 -0.4282 0.1034 -0.0202 0.1097 0.1469 -0.1233 -0.0859 0.0755 0.0933 0.1109 0.1014 -0.1238 -0.3228 -0.0549 -0.2503 -0.2300 -0.0203 0.1022 0.0752 -0.0792 0.0615 0.0698 0.1530 0.1056 -0.1107 0.1025 0.1623 -0.3470 -0.1761 0.1097 -0.1226 -0.0766 0.1212 -0.0280 -0.0981 0.1237 0.0379 -0.1882 0.1055 -0.2492 0.1295 0.1353 0.1119 0.0532 0.1150 0.1073 0.1036 0.1200 -0.2804 0.0905 0.1099 -0.1508 0.1079 0.1141